[1]
2 unconnected molecules or ions with the total composition C7H12Cl2N3O3 at a distorted geometry. Source: the Open Molecules 2025 dataset; level of theory: ωB97M-V with the def2-TZVPD basis set.

Summary:
HOMO level ... -0.4767 Ha
Charge ... +1
F_max ... 0.092 hartree/bohr
HOMO-LUMO gap ... 0.33993 Eh
E_LUMO ... -3.7 eV
Calculated total energy ... -1583.83239 hartree

Structure (XYZ):
```
27
Properties=species:S:1:pos:R:3:forces:R:3:lowdin_charge:R:1
C -2.05250 0.74423 -1.00531 3.4365 -1.4328 2.9420 -0.156
C 1.59253 0.04114 -0.60026 -1.2564 1.9505 0.9251 -0.127
C 2.51482 -0.90329 0.05163 -0.3888 -3.1702 -0.1986 -0.201
C 1.68508 0.29390 1.86229 -1.5896 -2.5907 -1.2689 -0.084
C 0.90962 0.79864 0.57228 1.1099 0.2629 1.5326 -0.226
C -0.41594 0.17099 0.78226 0.6481 -0.6717 3.7130 -0.272
C -3.74557 0.68515 1.09071 1.8564 1.9965 3.1422 -1.019
N -2.85612 1.17686 -1.83674 -1.6666 0.3992 -3.8015 0.252
N -1.28735 0.39253 -0.21676 -2.7051 0.6893 -2.9422 0.160
N -4.78852 0.64089 0.36508 -0.8400 -1.5305 -1.8229 -0.360
O -5.32250 -0.64589 0.31417 1.1972 -0.5599 0.7765 0.070
O -5.10431 1.47289 -0.50633 -1.0075 0.6061 0.0612 -0.041
O 2.11209 -1.04529 1.41172 -0.0510 1.0993 0.3078 -0.140
Cl -3.01304 2.28190 1.44591 -0.9887 -1.2856 -0.6624 0.745
Cl -3.14012 -0.54766 2.08862 -0.9317 -0.2282 -0.2014 0.833
H 2.15330 0.75330 -1.12096 0.7719 0.9994 -1.2505 0.103
H 0.79589 -0.29756 -1.23816 0.0399 -0.7484 -0.4529 0.107
H 2.46847 -1.93224 -0.44632 0.2214 1.2583 0.8931 0.158
H 3.51158 -0.53806 -0.04083 0.9705 0.2066 0.2112 0.116
H 2.50424 0.91573 2.01004 1.6051 1.0073 0.7700 0.100
H 1.07169 0.06257 2.80208 0.8575 0.8571 -1.3670 0.158
H 0.91921 1.91343 0.47161 -0.2419 -0.9586 0.1051 0.165
H -0.90939 0.43731 1.78514 0.7387 0.0442 -1.6438 0.101
H -0.22624 -0.90204 0.87767 -0.1500 -0.1003 -0.0562 0.156
H -2.85186 0.75728 -2.77007 0.0714 0.2933 0.2585 0.178
H -3.76343 1.49871 -1.51752 -1.0390 0.5223 0.4997 0.083
H -6.19750 -0.71105 -0.06790 -0.6683 1.0844 -0.4699 0.141
```
Forces are in eV/Å.

---

[2]
13 unconnected molecules or ions with the total composition C16H18Cl39I2O3S at a distorted geometry. Source: the Open Molecules 2025 dataset; level of theory: ωB97M-V with the def2-TZVPD basis set.

Summary:
HOMO level ... -0.1993 Ha
Charge ... -1
F_max ... 0.173 hartree/bohr
HOMO-LUMO gap ... 0.24198 Eh
E_LUMO ... 1.2 eV
Calculated total energy ... -19787.07179 hartree

Structure (XYZ):
```
79
Properties=species:S:1:pos:R:3:forces:R:3:lowdin_charge:R:1
C 0.77551 -3.00234 -2.02491 -0.4546 0.6665 0.7500 -0.213
C -0.45652 -3.92507 -1.60526 1.6273 -0.2233 0.8149 -0.850
I -2.15512 -3.82664 -2.97639 0.6036 0.0166 0.4484 0.742
C 0.02538 -5.46109 -1.39615 -1.6311 0.8026 -0.3890 -0.799
I 0.91458 -5.53565 0.59899 -0.1350 -0.1543 -0.8628 0.849
S 1.20956 -6.01853 -2.73777 4.7334 1.7769 0.2672 0.466
O 0.83434 -5.43037 -4.08407 -0.8495 -0.4701 4.0085 -0.462
O 1.28136 -7.56105 -2.77023 -4.1732 3.3888 3.9919 -0.628
O 2.68064 -5.49083 -2.22709 -5.8724 -1.0598 -0.9035 -0.540
H 0.51502 -1.93723 -1.70696 0.2139 -1.5679 -0.8084 -0.012
H 1.67161 -3.30909 -1.37836 -1.1646 0.2458 -1.1577 0.060
H 1.03447 -3.02455 -3.12567 -0.3127 -0.2583 1.4198 0.082
H -0.83801 -3.52100 -0.60239 0.3134 -0.8604 -1.5726 0.051
H -0.88202 -6.15153 -1.37982 1.3738 0.7837 -0.0395 0.027
C 0.61704 1.62241 -0.82641 -0.0704 -0.2498 -0.1836 -1.546
Cl -0.72381 2.17867 0.18999 0.0166 0.0293 0.0585 0.548
Cl 1.10323 -0.01583 -0.37110 -0.0743 0.5660 0.0964 0.575
Cl 0.16904 1.68603 -2.53615 0.1389 -0.0119 0.2080 0.538
H 1.46500 2.28784 -0.66952 -0.5921 -0.2527 -0.1614 -0.106
C 4.89630 1.14590 0.06340 0.0804 -0.2443 -0.0968 -1.514
Cl 5.32273 0.66414 -1.58276 -0.0447 0.0885 0.1955 0.558
Cl 3.51056 2.24926 0.04873 0.7417 0.1010 0.1456 0.529
Cl 4.55035 -0.27635 1.05660 0.0655 0.1128 -0.0735 0.531
H 5.74497 1.66938 0.49861 -0.1826 -0.0474 -0.0262 -0.007
C -2.91778 4.39704 -1.70817 -0.0398 -0.1528 -0.0174 -1.526
Cl -3.14808 6.15041 -1.80763 0.1169 -0.5162 -0.0645 0.467
Cl -4.34283 3.62259 -1.00343 0.3898 -0.1001 0.1268 0.491
Cl -2.57095 3.72468 -3.30580 -0.1089 0.1403 0.1322 0.519
H -2.06591 4.19955 -1.06198 -0.1406 0.0235 -0.1396 -0.042
C 4.00132 6.15437 1.68481 0.0452 -0.0570 -0.0911 -1.529
Cl 2.44715 5.58833 1.05628 0.0729 0.0448 0.0984 0.517
Cl 5.28545 4.99961 1.30389 -0.0082 0.4766 -0.1153 0.490
Cl 4.38885 7.75398 1.03552 -0.0376 -0.0823 0.0927 0.522
H 3.92366 6.23419 2.76656 0.0117 -0.0244 -0.1907 0.018
C -3.10348 10.44164 -2.64691 -0.0424 -0.0813 -0.1297 -1.543
Cl -2.67886 9.96023 -4.29361 -0.1591 -0.0068 0.1193 0.510
Cl -4.48541 11.54663 -2.65817 0.1189 -0.0200 0.0317 0.524
Cl -3.45159 9.01952 -1.65436 0.0064 0.6291 0.0030 0.490
H -2.25332 10.96194 -2.21245 -0.1648 -0.0832 -0.0701 -0.027
C -0.14584 -6.68173 4.71617 0.0047 -0.1268 -0.1368 -1.530
Cl 0.06035 -8.05355 3.62074 0.0124 0.1164 0.1985 0.501
Cl 1.10796 -5.46518 4.43441 -0.0601 -0.0622 0.0757 0.492
Cl -1.75590 -5.97093 4.53055 0.0797 -0.0223 0.1108 0.502
H -0.04772 -7.04226 5.73711 -0.0201 0.0939 -0.1813 0.011
C -3.71443 -7.79626 1.32212 0.2010 0.1183 -0.2698 -1.575
Cl -4.37586 -8.36750 -0.21633 -0.0287 0.0508 0.1334 0.534
Cl -3.38175 -9.16004 2.40139 -0.0701 0.0583 0.0307 0.504
Cl -2.25048 -6.84118 1.05583 -0.2811 -0.1598 0.0701 0.474
H -4.45827 -7.15638 1.79882 0.6148 -0.4554 -0.6600 -0.146
C 5.69761 1.58166 4.26113 -0.0760 0.0317 -0.0035 -1.538
Cl 7.33358 1.43877 3.60306 -0.1244 -0.0229 0.0148 0.534
Cl 5.73966 2.27844 5.88624 0.0738 0.1215 -0.1128 0.510
Cl 4.68241 2.55701 3.19174 0.1040 -0.3077 0.4073 0.507
H 5.26688 0.58541 4.32704 0.0855 0.1728 -0.0228 -0.035
C 1.39261 10.93808 -4.62174 -0.0470 -0.1142 -0.1342 -1.532
Cl 1.35981 9.26156 -5.18234 0.0280 0.1646 0.0813 0.528
Cl 0.95288 12.04148 -5.93253 0.0604 -0.0525 0.1172 0.520
Cl 0.30949 11.15242 -3.23921 0.3213 0.1042 0.0686 0.522
H 2.40499 11.17252 -4.30218 -0.1973 -0.0328 -0.0365 0.015
C 3.86562 -0.17240 8.15200 -0.0531 0.0378 -0.0003 -1.543
Cl 4.28582 -0.65792 6.50419 -0.1307 -0.2633 0.1695 0.535
Cl 2.48603 0.93421 8.14138 0.1503 -0.0520 0.0038 0.522
Cl 3.51770 -1.59133 9.14865 0.0749 0.1270 -0.0709 0.526
H 4.71806 0.34769 8.58266 -0.1408 -0.0874 -0.0992 0.012
C 3.68845 -7.54393 -5.52963 0.3860 0.9037 0.4500 -1.451
Cl 3.63253 -9.23065 -6.07902 0.0641 -0.1175 -0.0795 0.458
Cl 3.29737 -6.44314 -6.87077 0.1201 0.0560 -0.2792 0.461
Cl 2.57215 -7.29701 -4.15152 5.2617 -4.0134 -5.9325 0.729
H 4.70451 -7.32775 -5.20016 -0.0451 -0.1256 -0.3542 0.006
C -6.97636 -5.29946 3.62501 -0.0739 0.1464 -0.0580 -1.509
Cl -8.53248 -5.84844 2.98826 0.1193 0.0195 0.0972 0.527
Cl -5.70202 -6.46860 3.24658 -0.6145 0.3599 0.7192 0.611
Cl -6.56763 -3.70475 2.98010 -0.0195 -0.1570 0.1039 0.537
H -7.05770 -5.22082 4.70643 0.0295 -0.0366 -0.1942 0.015
C -8.15508 4.32008 -2.26128 0.1263 0.0602 -0.0587 -1.534
Cl -8.81910 3.73733 -3.79411 -0.0057 0.0525 0.1198 0.519
Cl -7.80982 2.96375 -1.17850 -0.0886 0.0851 -0.0353 0.510
Cl -6.69819 5.28272 -2.53991 -0.3820 0.0910 -0.0839 0.499
H -8.89878 4.95521 -1.78637 0.1292 -0.1309 -0.0839 0.013
```
Forces are in eV/Å.

---

Which of these has the lowest charge? C16H18Cl39I2O3S